Below is a cluster of 2 separate species, C21H29FN7O4 in total at a distorted geometry, with properties calculated with ωB97M-V with the def2-TZVPD basis set.

XYZ file:
```
62
Properties=species:S:1:pos:R:3:forces:R:3
O -0.70001 3.59592 -4.32457 -0.1 -0.2 0.4
O 2.47604 -3.76705 -1.05841 0.1 -0.1 -0.2
O 1.82324 -7.04388 1.85649 -0.4 1.2 0.0
O -3.18923 1.39892 -0.55856 0.5 0.0 -0.2
F -1.19415 -0.31314 0.89758 0.1 -0.2 0.1
C -1.34874 4.44156 -3.72313 0.9 -0.2 -1.5
C 2.36425 -4.32864 0.02229 0.4 1.7 -1.3
C 1.87471 -5.88298 1.49623 0.9 -3.3 2.1
C -3.11157 2.55373 -0.94997 0.1 -0.6 -0.1
C 0.73857 -4.72820 4.35259 -0.5 1.0 -0.7
C 1.09779 -4.16835 3.14943 -0.2 0.0 0.3
C 2.83913 -0.28478 -1.29865 -0.5 0.9 0.0
C -1.93219 -1.18378 3.00119 0.0 -0.2 0.3
C -0.06335 -2.18219 1.82909 -0.4 0.8 -0.4
C -1.77755 -2.11220 4.03887 0.0 0.4 -0.4
C -1.07136 -1.21478 1.89741 0.8 -1.4 0.8
C 0.13274 -3.08867 2.87675 0.8 -0.6 -0.3
C -0.74098 -3.04709 3.96290 -0.2 -0.2 0.4
N 3.89978 -0.91977 -1.70690 1.8 -0.6 -0.7
N 1.78282 -5.54441 0.18142 0.6 1.1 -0.3
N -0.37121 -4.05108 4.84026 0.0 -0.5 0.7
N -4.09397 3.40009 -0.61469 -0.7 1.2 0.1
N 2.79094 1.03483 -1.24871 0.1 1.0 0.3
N -1.92711 4.21621 -2.53867 -1.1 -0.3 1.2
N 1.82680 -1.02067 -0.95330 -1.8 -0.2 0.6
C -1.51721 5.82490 -4.30910 -0.1 -0.1 0.1
C -4.26838 4.82945 -0.87602 0.0 -0.4 -0.1
C 2.87666 -3.73872 1.32540 -0.6 -0.6 0.4
C 2.28766 -4.70097 2.36893 -0.5 0.6 -0.1
C 1.69028 1.84901 -0.68963 -0.5 -0.2 -0.5
C 0.50676 2.01556 -1.65478 0.2 0.4 0.4
C -0.59153 2.85013 -0.97409 0.1 -0.6 0.2
C -1.88667 2.93090 -1.81254 0.3 0.7 -0.3
H 1.23716 -5.56483 4.83725 -0.4 0.3 0.1
H -2.72266 -0.44034 3.04201 0.1 -0.1 0.0
H 0.55641 -2.21843 0.95056 0.1 0.1 -0.2
H -2.44939 -2.09933 4.89229 0.1 0.1 -0.2
H 3.86399 -1.92733 -1.75980 0.2 0.0 -0.1
H 4.71269 -0.42087 -2.01944 0.1 -0.2 0.0
H 1.81703 -6.25283 -0.54106 -0.4 0.1 0.0
H -0.85817 -4.27113 5.70924 0.4 0.1 -0.6
H -4.82169 2.95213 -0.07702 0.1 -0.1 0.0
H 3.59666 1.53594 -1.58373 0.0 0.0 0.0
H -2.43034 4.98279 -2.12440 0.2 -0.1 -0.1
H 0.95960 -0.57632 -0.70283 -0.2 -0.2 0.0
H 1.86629 -2.01870 -1.12537 -0.1 -0.2 0.2
H -1.04016 6.55590 -3.65917 -0.1 0.2 0.0
H -2.57688 6.05063 -4.41414 0.0 0.2 0.0
H -1.04516 5.85377 -5.29153 -0.1 -0.1 0.2
H -4.43676 5.00139 -1.94124 -0.1 0.2 0.1
H -3.39883 5.39016 -0.52858 -0.1 0.1 0.1
H -5.14456 5.19102 -0.33365 0.2 -0.1 0.0
H 3.96877 -3.78505 1.33795 -0.1 0.0 -0.2
H 2.57853 -2.70184 1.47834 0.0 -0.1 -0.2
H 3.06438 -5.02272 3.07017 -0.3 -0.2 -0.2
H 2.07588 2.84094 -0.44460 0.2 -0.2 0.0
H 1.33554 1.39661 0.23932 0.2 0.0 0.1
H 0.10626 1.03551 -1.91644 -0.1 0.0 -0.2
H 0.84682 2.51782 -2.55994 -0.1 -0.2 -0.2
H -0.81610 2.38578 -0.01203 -0.1 -0.1 0.1
H -0.21358 3.85332 -0.76627 -0.1 0.0 -0.1
H -1.85473 2.13613 -2.56101 0.0 0.1 0.0
```
Forces are in eV/Å.

Its LUMO energy is -2.1 eV. The net charge is +1. The calculation puts the highest occupied orbital energy at -10.51 eV.

Below is a cluster of 20 separate species, C6H49N2O19 in total at a distorted geometry, with properties calculated with ωB97M-V with the def2-TZVPD basis set.

XYZ file:
```
76
Properties=species:S:1:pos:R:3:forces:R:3
C 1.94569 1.45880 1.93323 -0.4 0.0 -0.2
C 1.57532 0.01173 1.60070 0.1 1.2 0.3
N 0.73112 -0.05660 0.39092 -0.7 0.3 -0.1
C 1.15279 0.08038 -0.91921 0.8 -0.6 1.0
C 0.05770 0.08489 -1.68496 -0.8 0.0 -0.8
N -1.04939 -0.01402 -0.87067 1.1 0.0 -0.3
C -0.61517 -0.05615 0.38795 0.3 -0.5 0.1
C -2.41695 0.00219 -1.36545 -0.9 0.5 1.8
H 1.06446 2.05055 2.17051 -0.1 0.0 -0.1
H 2.47286 1.90292 1.08769 -0.1 0.0 0.1
H 2.57242 1.51629 2.82160 0.1 -0.1 -0.1
H 1.00474 -0.41226 2.41454 0.0 -0.2 0.0
H 2.51446 -0.51928 1.46976 -0.3 -0.5 -0.4
H 2.20597 0.06570 -1.14766 -0.2 0.3 -0.1
H -0.06591 0.13505 -2.75088 0.2 0.0 0.0
H -1.24414 -0.14518 1.26120 0.0 0.0 0.0
H -2.95441 0.49399 -0.55094 -0.3 0.1 -0.3
H -2.89005 -0.97332 -1.44038 0.6 -0.2 -0.4
H -2.52040 0.62035 -2.24616 0.3 -0.2 -0.2
O 2.62660 2.31117 -2.16314 0.1 0.4 0.2
H 1.72806 2.49335 -1.86604 0.0 0.0 -0.1
H 3.19432 2.66774 -1.46534 -0.1 -0.1 -0.1
O -1.54871 2.95075 -1.59469 -0.2 -0.1 -0.1
H -1.73809 2.67358 -2.50598 0.2 0.2 0.0
H -2.34799 3.40220 -1.30216 0.2 0.1 0.0
O -1.34829 -3.24326 1.89085 -0.1 0.3 -0.3
H -1.83210 -2.69440 2.52711 0.3 -0.3 0.4
H -0.43853 -3.23519 2.21541 -0.1 -0.1 0.1
O 1.32234 -2.68275 2.87925 0.2 -0.3 0.1
H 1.82311 -3.32329 2.35727 0.0 0.0 0.1
H 1.77859 -2.65693 3.73135 -0.1 -0.1 -0.1
O 1.20132 -0.90627 -4.45747 0.0 0.0 -0.2
H 0.91326 -1.61864 -5.04346 0.0 0.1 0.1
H 1.99321 -0.54045 -4.88241 0.0 0.0 0.3
O 2.34932 -2.52799 -2.26478 0.0 0.0 0.2
H 1.53414 -2.80780 -1.83130 0.0 0.0 -0.2
H 2.08741 -1.83624 -2.89878 -0.2 -0.2 -0.1
O 4.91363 3.25256 1.76553 -0.2 0.1 0.1
H 5.64124 2.81883 2.22197 0.0 0.1 0.0
H 4.40425 2.52705 1.37387 0.3 0.0 0.0
O -1.57941 -2.44642 4.56412 -0.1 0.1 0.0
H -0.74865 -2.15813 4.16944 0.0 0.1 0.2
H -2.14629 -1.66239 4.54165 0.2 -0.1 0.0
O -3.76506 -3.09682 -2.41282 -0.1 0.1 0.3
H -3.96863 -4.00852 -2.64530 0.0 0.1 0.0
H -3.73921 -3.08154 -1.43639 0.2 -0.1 -0.3
O -3.57937 -3.17691 0.41199 -0.5 -0.2 -0.1
H -4.06270 -4.00896 0.33624 0.0 0.1 0.3
H -2.88782 -3.35085 1.07002 0.3 -0.2 -0.4
O -2.94675 -0.55859 2.80216 -0.2 0.2 -0.3
H -3.64417 -0.86692 2.19134 0.0 0.1 0.0
H -3.24653 0.31575 3.07961 -0.4 -0.2 -0.1
O 4.42846 1.09938 -0.00913 0.0 -0.3 0.2
H 5.30766 1.21449 -0.38963 -0.1 0.0 0.0
H 4.32554 0.13018 0.08814 0.2 0.4 -0.4
O -1.52552 1.81719 -4.42577 0.0 -0.2 0.1
H -2.22349 1.38692 -4.93497 0.1 0.1 0.0
H -0.71744 1.34658 -4.67024 0.0 0.1 0.0
O 3.89685 0.03500 -3.27273 -0.3 0.2 -0.1
H 3.75946 -0.60029 -2.56118 0.5 0.1 0.0
H 3.69166 0.90283 -2.87639 -0.1 -0.4 -0.2
O -0.67630 1.00166 3.90479 0.0 0.1 0.0
H -0.65440 1.81443 4.42658 0.1 -0.1 0.0
H -1.57430 0.94795 3.56835 0.2 0.0 0.0
O -5.57995 1.99055 -0.56763 -0.2 0.4 -0.1
H -5.19937 2.44485 -1.32709 0.0 -0.1 0.0
H -6.51600 2.23155 -0.58146 0.1 0.0 0.0
O -5.23988 -0.55630 0.37069 0.1 0.6 0.5
H -5.17249 -0.86483 -0.53786 -0.1 -0.1 0.0
H -5.38800 0.41155 0.29984 0.1 -0.8 -0.3
O 4.43960 -1.52361 -0.80548 0.0 -0.4 0.5
H 5.13172 -2.11136 -0.47807 0.0 0.1 -0.1
H 3.71433 -2.10742 -1.09598 0.0 0.0 -0.2
O 1.92725 4.45557 2.97299 -0.1 0.0 -0.1
H 2.83059 4.78124 2.87675 0.0 -0.1 0.0
H 1.53043 4.58215 2.10454 0.1 0.1 0.1
```
Forces are in eV/Å.

The calculation puts the energy relative to the best compared isomer or geometry (same formula, charge and spin) at 0.00 kcal per mole. Its LUMO energy is -2.4 eV. The net charge is +1. The calculation puts the highest occupied orbital energy at -12.77 eV.

Below is the ion C6H12N3O with charge +1 at a distorted geometry, with properties calculated with ωB97M-V with the def2-TZVPD basis set.

XYZ file:
```
22
Properties=species:S:1:pos:R:3:forces:R:3
C 0.41042 -0.04034 0.35368 -2.8 1.8 -0.6
C -0.67552 0.69616 0.00747 1.7 -0.1 0.2
C 1.74035 -1.34871 1.60125 -0.8 0.7 2.4
C -2.92300 1.63268 0.63546 1.7 3.9 -0.9
C 1.98108 -1.44504 -2.63083 0.7 -0.2 0.0
C -1.46009 1.41204 0.94136 0.5 3.2 2.2
N 1.04234 -0.70163 -1.84309 -0.5 0.5 0.8
N 2.54436 -1.34488 0.46251 -0.7 1.2 -1.6
N 1.15634 -0.55212 -0.67516 3.1 -2.3 2.9
O 0.78742 -0.25363 1.62278 0.8 1.1 -1.2
H -0.96913 0.81138 -0.97705 0.0 -0.2 -2.3
H 1.06370 -2.13715 1.49975 -0.5 -2.1 0.7
H 2.23922 -1.16432 2.63103 -0.2 -1.0 -1.9
H -3.33422 0.72076 0.38852 -1.7 -1.9 0.2
H -2.88570 2.19352 -0.39063 -0.6 -0.5 1.9
H -3.32696 2.30332 1.48623 0.0 -1.5 -1.7
H 2.53495 -0.55206 -3.15041 -0.4 -2.3 0.6
H 1.27308 -1.95492 -3.28030 0.6 0.0 -0.8
H 2.50888 -2.28539 -2.00340 -0.4 2.2 -1.1
H -1.25414 0.86615 1.79615 -0.5 -1.0 2.5
H -0.97841 2.45668 1.32380 -0.7 -2.1 -1.4
H 3.11628 -0.52588 0.61232 0.7 0.7 -0.8
```
Forces are in eV/Å.

The calculation puts the energy relative to the best compared isomer or geometry (same formula, charge and spin) at 193.85 kcal per mole. Its LUMO energy is -5.5 eV. The net charge is +1. The calculation puts the highest occupied orbital energy at -13.23 eV.

Below is a structure of composition C26H33AsF2N6OPPtS, with properties calculated with ωB97M-V with the def2-TZVPD basis set.

XYZ file:
```
72
Properties=species:S:1:pos:R:3:forces:R:3
Pt 0.09073 1.00680 -0.09459 -0.2 0.7 0.3
N 2.77718 0.64231 0.82339 0.1 0.2 0.2
N 2.72743 -0.01091 2.05194 0.0 -0.3 -0.1
C 1.57781 -0.25285 2.68972 0.0 0.0 0.2
N 1.67660 -1.00936 3.79884 0.1 0.0 0.0
S 0.03258 0.29467 2.26195 -0.1 0.0 -0.2
H 2.71144 -0.01565 0.05285 0.0 -0.1 0.0
H 3.60942 1.21231 0.77906 0.0 0.0 0.0
H 3.51931 -0.58106 2.32239 0.0 0.0 0.0
H 2.56512 -1.27997 4.18712 0.0 0.1 0.0
H 0.85554 -1.13110 4.36543 0.0 0.0 0.0
F -0.35937 0.53370 -2.83883 0.0 0.0 0.1
C 0.14619 1.54857 -2.03688 -0.1 -0.3 -0.1
F 1.46400 1.69345 -2.42729 0.0 0.0 0.0
H -0.36953 2.44782 -2.37278 0.0 0.0 0.0
O 0.94421 -0.82298 -0.65346 0.0 -0.1 0.0
As 0.07793 -2.23639 -0.90026 -0.2 -0.5 -0.1
C 1.04265 -3.58987 0.04694 0.1 0.1 0.0
C 1.84479 -4.48175 -0.65474 -0.1 -0.1 0.0
C 2.66808 -5.35772 0.03985 0.0 0.0 0.0
C 2.68914 -5.33711 1.42589 0.0 0.0 0.0
C 1.88611 -4.44480 2.12614 0.0 0.0 0.0
C 1.06752 -3.56291 1.43988 0.0 0.0 0.0
C 0.06141 -2.68108 -2.75350 0.0 0.1 0.0
C -0.94148 -3.49656 -3.26319 0.0 0.0 0.0
C -0.93060 -3.82253 -4.61110 0.0 0.0 0.0
C 0.07276 -3.33020 -5.43374 0.0 0.0 0.0
C 1.06584 -2.50730 -4.91938 0.0 0.0 0.0
C 1.06336 -2.17690 -3.57374 0.0 0.0 0.0
C -1.72495 -2.20277 -0.25772 0.0 0.1 0.0
C -2.19284 -3.21696 0.57035 0.0 0.0 0.0
C -3.50382 -3.18237 1.02461 0.0 0.0 0.0
C -4.33755 -2.13900 0.65407 0.0 0.0 0.0
C -3.87517 -1.14020 -0.19272 0.0 0.0 0.0
C -2.57032 -1.17013 -0.65894 0.0 -0.1 -0.1
H 1.81986 -4.50439 -1.73755 0.0 0.0 0.0
H 3.29043 -6.05614 -0.50307 0.0 0.0 0.0
H 3.33173 -6.02046 1.96493 0.0 0.0 0.0
H 1.89532 -4.44315 3.20840 0.0 0.0 0.0
H 0.44609 -2.85853 1.98323 0.0 0.0 0.0
H -1.72985 -3.87063 -2.62003 0.0 0.0 0.0
H -1.70899 -4.45239 -5.02002 0.0 0.0 0.0
H 0.07591 -3.58287 -6.48571 0.0 0.0 0.0
H 1.83459 -2.11270 -5.56980 0.0 0.0 0.0
H 1.81351 -1.51081 -3.16551 0.0 0.0 0.0
H -1.54604 -4.03535 0.85938 0.0 0.0 0.0
H -3.87270 -3.97362 1.66313 0.0 0.0 0.0
H -5.35623 -2.10927 1.01747 0.0 0.0 0.0
H -4.53632 -0.34123 -0.50141 0.0 0.0 0.0
H -2.22393 -0.41665 -1.35390 0.1 0.1 0.0
C -1.82561 5.79287 0.85022 0.0 0.0 0.0
N -1.59418 4.97448 2.03896 -0.1 0.1 0.1
C -0.30317 5.34651 2.61792 0.0 0.0 0.0
N 0.81397 5.23371 1.68178 0.0 0.0 0.0
C 0.51387 6.03448 0.49505 0.0 0.0 0.0
N -0.75778 5.69463 -0.14318 0.0 0.0 0.0
C -0.72569 4.36151 -0.73808 -0.1 0.0 0.0
P -0.41510 3.06274 0.53251 0.3 0.1 -0.2
C -1.69834 3.54559 1.76598 0.0 -0.1 -0.1
C 1.05366 3.83471 1.33849 -0.1 0.0 0.0
H -1.89994 6.83259 1.17222 0.0 0.0 0.0
H -2.77305 5.50271 0.39237 0.0 0.0 0.0
H -0.10710 4.72002 3.48999 0.0 0.0 0.0
H -0.37309 6.38530 2.94452 0.0 0.0 0.0
H 1.32101 5.91621 -0.22967 0.0 0.0 0.0
H 0.46936 7.08156 0.79799 0.0 0.0 0.0
H 0.06497 4.30642 -1.48901 0.0 0.1 0.0
H -1.67694 4.16679 -1.24198 0.0 0.0 0.0
H -1.55332 2.97452 2.68579 0.0 0.0 0.0
H -2.69309 3.30845 1.38126 0.0 0.0 0.0
H 1.90153 3.74202 0.65581 0.0 0.0 0.0
H 1.29310 3.27117 2.24395 0.0 0.0 0.0
```
Forces are in eV/Å.

The calculation puts the energy relative to the best compared isomer or geometry (same formula, charge and spin) at 0.00 kcal per mole. Its LUMO energy is -2.1 eV. The net charge is +1. The calculation puts the highest occupied orbital energy at -10.64 eV.

Below is a cluster of 3 separate species, C3H13NO3S in total at a distorted geometry, with properties calculated with ωB97M-V with the def2-TZVPD basis set.

XYZ file:
```
21
Properties=species:S:1:pos:R:3:forces:R:3
C 1.37562 0.02025 -0.51223 -0.2 -0.3 0.5
C 2.26940 0.18240 0.70283 0.0 0.2 0.0
S 3.87007 0.94023 0.29954 0.0 -0.1 0.0
N 0.01353 -0.40351 -0.12034 0.0 0.1 -0.9
C -0.88769 -0.12200 -1.35091 4.3 -4.4 -0.7
O -1.00162 1.18205 -1.51825 -3.4 0.6 2.4
H 1.30646 0.97822 -1.02977 0.2 0.0 -0.2
H 1.78587 -0.74418 -1.17185 0.1 0.1 -0.1
H 2.42313 -0.74291 1.25317 0.0 -0.1 -0.1
H 1.80558 0.88829 1.39342 0.0 0.1 0.1
H 4.35877 -0.09389 -0.39580 0.0 0.0 0.0
H -0.25529 0.27735 0.59140 -0.1 0.0 -0.1
H -0.29112 -0.55588 -2.16998 -0.2 -0.3 0.0
H -1.74001 -0.80869 -1.22215 -0.6 0.7 -0.1
H -1.67686 0.92816 -0.62649 0.5 4.2 -1.8
H -2.22145 -2.37114 1.35430 0.0 0.1 0.0
H -1.15366 -1.38052 0.76345 0.2 -0.4 0.4
O -1.85005 -1.49010 1.45699 -0.3 0.2 -0.1
H -2.64278 0.35304 1.09384 0.0 0.2 -0.4
H -2.86571 1.90222 0.80352 0.2 0.0 -0.1
O -2.62216 1.06059 0.40529 -0.6 -0.9 1.1
```
Forces are in eV/Å.

The calculation puts the energy relative to the best compared isomer or geometry (same formula, charge and spin) at 49.36 kcal per mole. Its LUMO energy is 0.4 eV. The calculation puts the highest occupied orbital energy at -9.05 eV.

Below is a structure of composition C4H15BaNO5 at a distorted geometry, with properties calculated with ωB97M-V with the def2-TZVPD basis set.

XYZ file:
```
26
Properties=species:S:1:pos:R:3:forces:R:3
Ba 2.22098 -0.19367 0.69246 0.0 -0.2 -0.9
C 0.13549 -2.39543 -1.92783 -1.0 -0.6 -0.7
O 1.28017 -2.02066 -1.18574 1.1 0.9 1.0
H -0.24513 -1.62496 -2.59836 0.4 0.0 0.2
H 0.43501 -3.25013 -2.53435 -0.6 -0.1 0.0
H -0.65135 -2.64417 -1.21571 -0.1 -0.4 -0.3
H 1.74542 -2.85429 -1.08470 0.5 -0.1 0.0
C 0.29553 2.76932 2.57431 0.6 -1.3 1.4
O 1.40186 1.82182 2.41634 -1.7 0.7 -1.1
H 0.70811 3.77647 2.51488 0.2 0.7 -0.1
H -0.56024 2.74784 1.89956 0.4 -0.6 -0.9
H -0.05058 2.61349 3.59609 -0.1 0.4 0.2
H 1.83700 1.76869 3.27041 0.2 0.2 0.7
C 0.72443 0.93487 -2.56573 -0.9 0.0 -0.5
O 1.47193 1.27415 -1.40454 1.2 -0.1 1.3
H -0.00283 0.19828 -2.22423 0.1 0.1 -0.5
H 0.19026 1.82068 -2.90938 0.1 -0.1 -0.2
H 1.41099 0.56736 -3.32841 -0.4 -0.2 -0.1
H 2.27967 1.66390 -1.74696 0.2 0.6 0.0
C -2.43132 -1.54554 1.02838 -0.1 -0.6 -0.2
N -1.70033 -0.23991 1.14792 0.4 -1.5 0.5
O -0.56754 -0.14888 0.68796 -0.9 0.3 0.3
O -2.21123 0.64739 1.79875 0.1 0.7 0.0
H -3.50811 -1.49908 1.19107 -0.1 0.8 -0.6
H -2.15304 -2.24066 1.82051 0.8 0.4 0.4
H -2.05524 -1.94690 0.08733 -0.5 0.1 -0.1
```
Forces are in eV/Å.

The expectation value of S² is 0.760. Its LUMO energy (alpha / beta) is -12.6 / -17.6 eV. The net charge is +3. As for the multiplicity: 2. The calculation puts the highest occupied orbital energy (alpha / beta) at -21.10 / -21.09 eV.